1.
This record from the OMol25 dataset describes a molecular structure, C35H43FeN3O8PS2 at a distorted geometry. The level of theory is ωB97M-V/def2-TZVPD.

## Properties
ΔE to the lowest compared entry with this formula, charge and spin (kcal/mol): 34.6
Energy (eV): -123190.423
⟨S²⟩: 8.767
HOMO energy (alpha / beta) (eV): -7.579 / -7.576
Orbital gap (alpha / beta) (eV): 7.2 / 5.4
Molecular weight (g mol⁻¹): 784.70

Geometry as ORCA input:
```
! RIJCOSX wB97M-V def2-TZVPD def2/J DEFGRID3
* xyz 0 6
Fe 0.578 0.692 -0.001
O 6.470 -0.949 -3.477
C 6.330 -1.153 -2.284
O 6.979 -1.546 -1.328
C 4.886 -0.850 -1.699
C 3.844 -0.464 -2.568
C 2.593 -0.221 -2.060
N 2.297 -0.270 -0.777
C 3.234 -0.779 0.080
C 4.509 -1.045 -0.370
C 2.772 -0.998 1.473
C 3.720 -1.360 2.431
C 3.336 -1.705 3.692
C 1.914 -1.691 3.949
C 1.060 -1.319 2.927
N 1.489 -0.864 1.752
C 1.407 0.109 -2.877
C 1.473 0.119 -4.270
C 0.269 0.327 -4.937
C -0.883 0.438 -4.268
C -0.934 0.398 -2.879
N 0.249 0.357 -2.225
H 4.173 -0.452 -3.640
H 5.207 -1.600 0.234
H 4.757 -1.277 2.191
H 4.090 -2.134 4.402
H 1.524 -2.042 4.890
H -0.004 -1.147 3.115
H 2.444 0.036 -4.769
H 0.278 0.541 -6.033
H -1.800 0.531 -4.813
H -1.845 0.536 -2.373
C 1.715 5.924 4.752
O 0.463 5.290 5.056
C 0.099 4.277 4.192
C -1.250 3.928 4.402
C -1.849 2.959 3.635
C -1.222 2.279 2.550
C -1.945 1.423 1.673
C -3.443 1.098 1.933
O -1.446 0.887 0.634
C 0.172 2.624 2.368
O 0.866 2.002 1.497
C 0.807 3.629 3.172
H 1.600 6.938 4.990
H 1.977 5.728 3.712
H 2.463 5.526 5.454
H -1.809 4.478 5.199
H -2.872 2.818 3.816
H -4.036 1.847 1.389
H -3.702 0.962 2.985
H -3.609 0.116 1.376
H 1.862 3.883 3.023
C 2.430 3.847 -3.261
C 1.414 4.487 -2.284
O 0.517 3.486 -1.914
C -0.784 3.851 -1.483
C -0.781 4.856 -0.383
H 3.197 4.536 -3.566
H 1.968 3.388 -4.147
H 2.925 3.019 -2.781
H 0.913 5.310 -2.829
H 1.966 4.928 -1.447
H -1.304 2.876 -1.335
H -1.329 4.260 -2.405
H -0.521 4.417 0.532
H -1.793 5.261 -0.395
H -0.060 5.675 -0.576
C -2.538 -6.348 -2.488
C -1.624 -5.188 -2.648
C -0.343 -5.426 -1.861
O -2.117 -3.877 -2.329
P -2.602 -3.187 -1.023
S -3.387 -1.456 -1.547
S -1.284 -2.283 0.230
O -3.571 -4.195 -0.393
C -4.354 -4.275 0.845
C -4.882 -2.874 1.173
C -3.437 -4.910 1.941
H -2.156 -7.278 -2.896
H -3.477 -6.136 -3.056
H -2.773 -6.455 -1.468
H -1.437 -4.996 -3.678
H -0.591 -5.392 -0.774
H 0.471 -4.732 -2.123
H 0.038 -6.430 -1.971
H -5.212 -5.004 0.576
H -4.004 -2.227 1.342
H -5.489 -2.932 2.092
H -5.507 -2.382 0.431
H -2.672 -4.152 2.170
H -3.058 -5.831 1.524
H -4.008 -5.067 2.906
*
```

2.
This record from the OMol25 dataset describes a molecular structure, C35H43KN2O5P2 at a distorted geometry. The level of theory is ωB97M-V/def2-TZVPD.

## Properties
Energy (eV): -85114.813
HOMO energy (eV): -7.580
Orbital gap (eV): 7.8
Molecular weight (g mol⁻¹): 672.78

Geometry as ORCA input:
```
! RIJCOSX wB97M-V def2-TZVPD def2/J DEFGRID3
* xyz 0 1
K -0.578 1.121 0.584
O -0.622 4.883 2.794
C -0.430 3.593 2.501
O 0.203 3.218 1.547
C -1.092 2.673 3.505
O -0.967 1.372 3.023
C -2.017 0.438 3.331
C -2.058 -0.474 2.080
O -1.494 -1.570 2.162
O -2.559 0.076 1.059
H -0.195 5.401 2.095
H -2.139 2.978 3.611
H -0.605 2.809 4.480
H -2.967 0.968 3.439
H -1.771 -0.117 4.238
N -3.043 3.240 0.186
C -3.489 3.964 -1.011
C -2.488 3.792 -2.145
C -2.617 2.446 -2.859
C -1.355 2.064 -3.623
N -0.256 1.870 -2.674
H -3.074 2.236 0.036
H -3.689 3.410 0.949
H -3.568 5.021 -0.750
H -4.484 3.642 -1.348
H -1.484 3.877 -1.726
H -2.611 4.599 -2.872
H -3.465 2.471 -3.548
H -2.831 1.653 -2.131
H -1.082 2.871 -4.307
H -1.541 1.169 -4.232
H 0.613 1.690 -3.162
H -0.447 1.028 -2.142
C 2.710 -2.975 -0.259
C 2.151 -2.844 1.159
P 1.331 -1.206 1.487
C 2.819 -0.132 1.234
C 4.009 -0.318 1.941
C 5.092 0.524 1.756
C 5.004 1.582 0.858
C 3.832 1.780 0.147
C 2.751 0.922 0.326
C 1.306 -1.230 3.328
C 0.851 -2.359 4.008
C 0.740 -2.363 5.390
C 1.067 -1.228 6.120
C 1.504 -0.092 5.454
C 1.621 -0.094 4.071
C 1.688 -3.027 -1.399
P 0.621 -1.511 -1.632
C -1.077 -2.113 -1.301
C -2.140 -1.403 -1.865
C -3.452 -1.754 -1.609
C -3.729 -2.819 -0.762
C -2.687 -3.515 -0.174
C -1.371 -3.161 -0.440
C 0.617 -1.497 -3.487
C 1.605 -0.710 -4.082
C 1.739 -0.639 -5.461
C 0.871 -1.355 -6.274
C -0.112 -2.146 -5.697
C -0.236 -2.221 -4.316
H 3.302 -3.894 -0.305
H 3.407 -2.152 -0.442
H 2.955 -2.972 1.886
H 1.420 -3.636 1.348
H 4.081 -1.118 2.668
H 6.003 0.364 2.319
H 5.845 2.248 0.716
H 3.754 2.602 -0.554
H 1.851 1.094 -0.254
H 0.551 -3.238 3.452
H 0.384 -3.250 5.897
H 0.980 -1.230 7.199
H 1.763 0.799 6.013
H 1.965 0.801 3.566
H 1.040 -3.902 -1.312
H 2.232 -3.130 -2.338
H -1.940 -0.571 -2.533
H -4.259 -1.191 -2.059
H -4.755 -3.093 -0.551
H -2.893 -4.322 0.517
H -0.577 -3.697 0.063
H 2.282 -0.143 -3.448
H 2.514 -0.022 -5.899
H 0.963 -1.298 -7.351
H -0.787 -2.712 -6.327
H -1.006 -2.848 -3.884
*
```

3.
This record from the OMol25 dataset describes a molecular structure, C35H43N10O6S2SiSr at a distorted geometry. The level of theory is ωB97M-V/def2-TZVPD.

## Properties
ΔE to the lowest compared entry with this formula, charge and spin (kcal/mol): 2.1
Energy (eV): -94568.444
HOMO energy (eV): -4.521
Orbital gap (eV): 6.3
Molecular weight (g mol⁻¹): 879.63

Geometry as ORCA input:
```
! RIJCOSX wB97M-V def2-TZVPD def2/J DEFGRID3
* xyz -1 1
Sr 0.152 0.632 -0.263
C -2.525 4.269 -1.452
C -1.447 4.451 -0.421
C -1.477 5.551 0.418
C -0.480 5.659 1.387
C 0.502 4.709 1.459
C 0.520 3.634 0.524
N -0.489 3.520 -0.378
N 1.482 2.689 0.502
Si 3.083 3.041 0.994
C 3.707 4.665 0.262
C 4.241 1.689 0.381
C 3.327 3.139 2.881
H -3.059 5.203 -1.626
H -3.246 3.521 -1.122
H -2.096 3.928 -2.393
H -2.261 6.289 0.323
H -0.485 6.488 2.086
H 1.262 4.759 2.224
H 3.794 4.579 -0.822
H 4.700 4.889 0.657
H 3.059 5.511 0.478
H 3.930 1.291 -0.584
H 4.324 0.858 1.082
H 5.241 2.115 0.269
H 3.469 4.168 3.215
H 4.200 2.569 3.201
H 2.462 2.739 3.410
O 0.107 -2.720 1.846
C -0.511 -2.238 0.890
O -0.908 -1.036 0.824
C -0.793 -3.185 -0.272
C -1.160 -4.472 0.131
C -1.361 -5.505 -0.765
C -1.156 -5.257 -2.117
C -0.799 -3.992 -2.533
C -0.623 -2.914 -1.646
S -0.154 -1.396 -2.419
H -1.250 -4.645 1.194
H -1.644 -6.489 -0.415
H -1.277 -6.044 -2.849
H -0.639 -3.799 -3.585
C 6.433 -1.936 0.480
C 7.125 -2.328 1.771
S 6.054 -2.329 3.199
O 5.366 -1.063 3.228
O 6.856 -2.717 4.332
C 4.857 -3.646 2.899
C 3.388 -3.222 2.806
N 3.040 -2.581 1.548
C 2.550 -1.327 1.422
N 2.230 -1.047 0.168
C 2.509 -2.155 -0.565
C 2.985 -3.122 0.274
N 3.265 -4.468 -0.063
O 3.487 -5.268 0.848
O 3.282 -4.759 -1.247
C 2.265 -0.402 2.544
H 7.178 -1.821 -0.307
H 5.899 -0.995 0.590
H 5.728 -2.695 0.151
H 7.903 -1.615 2.051
H 7.586 -3.314 1.724
H 5.003 -4.361 3.706
H 5.145 -4.147 1.979
H 3.133 -2.512 3.589
H 2.756 -4.102 2.926
H 2.277 -2.224 -1.612
H 1.358 -0.756 3.038
H 2.080 0.590 2.135
H 3.090 -0.326 3.243
C -2.014 1.292 -3.512
C -2.860 1.108 -2.305
N -2.420 1.028 -1.076
C -3.524 0.882 -0.276
C -4.650 0.879 -1.032
N -4.223 1.012 -2.338
C -5.031 0.760 -3.507
N -5.774 -0.468 -3.352
N -7.081 -0.499 -3.678
N -7.567 -1.651 -3.425
C -6.568 -2.430 -2.895
C -6.607 -3.741 -2.405
C -5.450 -4.228 -1.853
C -4.271 -3.450 -1.788
C -4.204 -2.171 -2.286
C -5.391 -1.676 -2.843
H -1.067 1.735 -3.204
H -2.476 1.973 -4.230
H -1.794 0.334 -3.987
H -3.433 0.765 0.789
H -5.686 0.737 -0.787
H -4.360 0.705 -4.367
H -5.780 1.538 -3.678
H -7.517 -4.322 -2.447
H -5.427 -5.229 -1.445
H -3.390 -3.870 -1.330
H -3.283 -1.606 -2.218
*
```